Entry from OMol25: a structure of composition C35H26N5O6PRu in a non-equilibrium geometry (the ωB97M-V functional and the def2-TZVPD basis).

The geometry in XYZ format:
```
74
Properties=species:S:1:pos:R:3:forces:R:3
Ru 1.13482 -0.31921 0.77153 -1.79 -0.45 1.90
O -1.04778 -2.11041 4.21573 -0.10 -0.96 0.07
C -0.53938 -1.25021 3.51983 -1.56 2.14 1.63
O 0.33052 -1.35251 2.63773 1.93 -0.48 -1.69
C -1.02388 0.23609 3.83583 0.72 -1.21 -0.16
C 0.12862 1.24749 3.71603 -0.01 -0.19 1.17
C -0.28938 2.54469 4.44013 0.32 -0.08 -0.07
C -1.29068 3.13159 3.43133 0.03 -0.02 -0.34
C -1.26078 2.05049 2.33473 -0.99 0.31 0.08
O 0.09222 1.63299 2.34963 0.51 0.01 -0.55
C -2.02548 0.80189 2.81883 -0.34 -0.16 -0.90
C -2.36048 -0.05991 1.55783 -0.66 0.90 1.68
O -3.52568 -0.36211 1.36743 -0.46 -0.28 -0.35
O -1.40088 -0.29231 0.75993 1.24 -0.63 -0.97
H -1.45218 0.19039 4.84073 0.11 0.12 -0.16
H 1.11132 0.86029 3.98253 -0.13 0.07 -0.14
H 0.57602 3.19119 4.57393 0.02 0.09 0.04
H -0.73238 2.34979 5.41463 0.03 -0.07 0.03
H -0.93788 4.07179 3.00963 0.00 0.12 0.08
H -2.28598 3.28289 3.84503 -0.05 -0.02 -0.05
H -1.54868 2.39529 1.34373 0.08 -0.05 0.20
H -2.98558 1.04299 3.28313 0.16 0.05 -0.12
O 3.38592 -0.48321 -0.52347 0.12 -0.41 -0.33
C 2.46932 0.29369 -0.72247 0.45 0.48 0.16
C 2.22182 1.26509 -1.70907 -0.31 0.40 -1.05
C 3.27712 1.92069 -2.39217 -0.04 -0.10 0.22
C 2.99092 2.92929 -3.27407 0.07 0.07 0.02
C 1.66622 3.29289 -3.54027 -0.22 -0.07 0.03
C 0.61982 2.63179 -2.91077 0.15 0.41 -0.32
C 0.87422 1.63599 -1.98867 0.32 -0.78 0.60
P -0.31898 0.66939 -0.99757 0.18 0.57 -1.21
C -1.78718 1.72729 -1.21377 0.08 0.16 0.31
C -3.00098 1.28449 -1.72377 0.08 -0.02 0.02
C -4.04548 2.17589 -1.90477 -0.10 0.07 -0.02
C -3.89488 3.50999 -1.56947 -0.04 0.02 0.00
C -2.68978 3.95719 -1.05057 -0.01 0.15 0.04
C -1.64198 3.07389 -0.87337 -0.02 -0.11 -0.07
C -0.68378 -0.77781 -2.05487 0.08 -0.20 0.12
C -1.75268 -1.63211 -1.77107 -0.08 0.02 -0.01
C -2.01918 -2.72061 -2.58417 -0.03 0.00 -0.08
C -1.20748 -2.99641 -3.67157 0.03 -0.03 -0.03
C -0.12308 -2.17701 -3.93857 0.05 -0.10 -0.09
C 0.13902 -1.07671 -3.13977 0.02 0.12 0.05
H 4.29712 1.63889 -2.17357 0.06 -0.04 0.00
H 3.79702 3.45709 -3.76587 0.05 0.00 -0.05
H 1.45892 4.09149 -4.23647 -0.05 0.04 -0.10
H -0.39998 2.90619 -3.14177 -0.04 0.02 -0.02
H -3.13818 0.25119 -1.99797 -0.03 0.00 0.03
H -4.98598 1.82609 -2.30717 -0.03 -0.05 -0.01
H -4.71458 4.20129 -1.70867 -0.04 0.03 0.00
H -2.57008 4.99779 -0.78167 0.03 0.05 0.01
H -0.69318 3.42519 -0.48387 -0.02 0.03 0.00
H -2.35648 -1.46011 -0.89137 -0.06 0.08 0.06
H -2.85498 -3.36641 -2.35797 -0.06 -0.05 0.06
H -1.41118 -3.85331 -4.29687 -0.01 -0.08 -0.04
H 0.52452 -2.39441 -4.77707 0.05 0.00 -0.03
H 0.99082 -0.44901 -3.36417 0.00 0.03 -0.03
N -1.10718 -6.24001 -1.61397 0.20 0.23 0.11
C -0.31438 -5.54371 -1.15107 -1.11 -0.90 -0.61
C 0.69092 -4.73831 -0.59637 1.59 0.84 0.74
C 1.99832 -5.24221 -0.42507 -0.82 0.38 -0.08
C 2.94182 -4.41631 0.14543 0.08 0.20 0.11
C 2.59462 -3.11531 0.48683 -0.19 -0.21 -0.16
N 1.36492 -2.62361 0.28013 0.75 0.21 0.20
C 0.43282 -3.41681 -0.20697 -0.47 -0.62 -0.26
H 2.23332 -6.25131 -0.73277 0.00 -0.03 0.02
H 3.95032 -4.75481 0.32343 0.06 -0.02 0.04
H 3.32242 -2.44331 0.91903 0.00 0.00 -0.06
H -0.56058 -3.00091 -0.30457 0.06 -0.05 0.05
N 2.69932 0.42989 2.08163 -0.22 -0.10 -0.19
C 3.40512 -0.33401 2.63783 0.10 0.74 -0.12
N 4.14852 -0.98491 3.39533 -0.74 0.31 1.01
C 5.11802 -1.81361 3.27733 0.63 -0.55 -0.37
N 5.99242 -2.56991 3.27273 0.40 -0.37 -0.08
```
Positions in Å, forces in eV/Å.

2S+1: 6
Gap between HOMO and LUMO (spin up / spin down): 5.2979 / 6.2160 eV
Maximum force: 3.112 eV Å⁻¹
Highest occupied orbital energy (spin up / spin down): -0.13247 / -0.20773 hartree
Expectation value of S²: 8.806
Charge: -1

Entry from OMol25: a cluster of 2 separate species, C9H14N5 in total in a non-equilibrium geometry (the ωB97M-V functional and the def2-TZVPD basis).

The geometry in XYZ format:
```
28
Properties=species:S:1:pos:R:3:forces:R:3
C -1.75553 0.44647 -3.81851 0.37 -0.43 -0.39
C -1.50058 0.43170 -1.63632 -0.71 -1.47 1.16
C 1.41051 -1.02041 1.02876 0.37 0.67 0.22
C 0.06426 1.14144 0.07467 1.82 -1.45 1.53
C 1.84597 -0.41137 -0.16519 -3.03 0.28 1.79
C -0.14012 0.70843 1.39406 -0.63 0.06 0.50
C 3.02568 -0.70332 -0.95076 -1.57 -2.48 -0.55
C -1.28265 1.29794 2.18107 -0.93 -1.29 -0.82
C 0.09623 -1.07550 3.00053 -0.53 -1.09 4.96
N -1.76768 1.19976 -2.69616 0.17 0.83 0.83
N -1.50263 -0.77359 -3.57332 -0.40 -1.02 1.22
N 1.08048 0.56511 -0.61138 -0.88 2.44 -0.54
N -1.44595 -0.78838 -2.18002 0.85 0.10 -1.28
N 0.52349 -0.41096 1.84043 -1.02 1.31 -3.20
H -1.87725 0.67172 -4.81415 -0.40 1.43 -1.83
H 1.68019 -1.94004 1.47131 1.05 -0.91 -0.17
H -0.51509 2.03362 -0.15460 0.81 -0.29 -0.72
H 3.72823 -0.13542 -0.43093 1.94 1.22 -0.18
H 2.68823 -0.45069 -1.98364 1.37 -0.21 0.65
H 3.25458 -1.76835 -0.73895 0.30 0.48 -0.81
H -1.57533 2.28868 1.83389 0.85 0.35 0.32
H -1.05769 1.24288 3.28448 -1.16 0.09 -1.28
H -2.23077 0.76231 1.69539 1.61 0.32 1.89
H -0.80235 -1.76515 2.97685 0.52 1.50 -0.64
H 0.82496 -1.76636 3.47052 0.34 0.41 -1.07
H 0.03742 -0.33034 3.87375 -0.51 -1.02 -1.47
H -1.03950 -1.64070 -1.84405 -0.24 0.02 0.71
H -1.76712 2.19049 -2.52775 -0.36 0.17 -0.85
```
Positions in Å, forces in eV/Å.

2S+1: 1
Gap between HOMO and LUMO: 7.7438 eV
Maximum force: 5.108 eV Å⁻¹
Highest occupied orbital energy: -0.44269 hartree
Charge: +1

Entry from OMol25: a cluster of 12 separate species, C16H56N6O12 in total in a non-equilibrium geometry (the ωB97M-V functional and the def2-TZVPD basis).

The geometry in XYZ format:
```
90
Properties=species:S:1:pos:R:3:forces:R:3
C 0.89941 -1.69759 3.95241 0.19 -0.35 -1.94
C 1.57341 -0.38759 4.04541 0.86 0.47 -2.02
O 0.81641 0.64541 3.48341 -0.80 1.34 1.22
H 0.02041 -1.76559 4.51941 -1.15 -0.27 1.08
H 1.62241 -2.46059 4.15041 0.22 -0.70 0.54
H 0.63941 -1.85559 2.86641 0.18 0.11 0.95
H 2.44041 -0.48459 3.38841 0.63 -0.13 0.28
H 1.93341 -0.05359 4.99541 -0.10 0.00 0.84
H 0.68441 0.54941 2.53841 0.07 -0.37 0.05
C -6.06059 -0.14859 -2.71959 0.55 0.91 3.07
C -4.66959 -0.78559 -2.73359 -2.05 0.87 1.66
O -4.26559 -0.66959 -1.35759 1.68 -0.18 -1.28
H -6.77159 -0.51859 -1.91559 1.00 -0.14 -1.25
H -6.45059 -0.10059 -3.64559 -1.87 -0.76 -3.32
H -6.05659 0.94041 -2.52959 0.75 -0.21 0.46
H -4.03959 -0.32759 -3.49059 0.42 0.41 0.17
H -4.74559 -1.81759 -2.99259 -0.09 -0.96 -0.24
H -3.41659 -1.16659 -1.35859 -0.78 0.20 0.70
C 0.64841 3.25141 -3.36259 1.87 0.88 -0.42
C 0.66441 2.37841 -2.09559 -2.41 0.58 -0.97
O 1.92141 1.97741 -1.73859 2.03 -0.01 0.81
H 1.47241 4.07641 -3.21659 -1.48 -1.50 -0.60
H -0.28459 3.77541 -3.64059 0.26 -0.36 0.75
H 0.88441 2.61741 -4.27359 0.13 0.75 1.13
H 0.15841 1.47441 -2.30059 -1.30 -1.08 -0.57
H 0.11741 2.78941 -1.23559 0.09 0.56 -0.28
H 1.75541 1.40641 -0.96959 0.74 0.03 -0.22
C -1.18359 -1.14159 -3.31159 -2.01 -1.25 0.13
C -1.05659 -2.35759 -2.36159 -0.71 1.08 -1.78
O -2.24359 -2.50159 -1.54659 0.79 1.71 -1.58
H -1.67959 -0.30359 -2.76159 0.73 -0.54 -0.67
H -1.76459 -1.38159 -4.23959 0.17 0.22 0.91
H -0.19759 -0.96459 -3.64659 1.13 0.86 -0.23
H -0.23759 -2.12659 -1.74359 1.19 -0.21 0.98
H -0.81359 -3.26159 -2.92859 -0.30 0.00 0.16
H -2.17359 -3.38359 -1.30759 -0.50 -2.63 1.31
C 3.36841 -2.17259 -1.78659 4.25 -2.99 -5.49
O 4.12941 -2.49859 -2.83159 -2.45 1.44 3.85
N 2.60941 -1.13659 -1.75159 -3.31 4.82 -1.43
N 3.27041 -2.88559 -0.71359 2.22 -4.31 2.74
H 2.67141 -0.56459 -2.61159 -0.36 -0.46 1.06
H 1.76741 -1.07459 -1.09859 1.72 -0.39 -1.02
H 3.88041 -3.73659 -0.56759 -1.33 1.70 -0.56
H 2.56041 -2.72859 -0.03559 -0.53 0.05 0.65
C 1.76341 -4.58459 2.73841 -0.74 3.53 -6.70
O 2.02941 -3.71559 1.69741 -0.84 -4.20 5.60
N 0.47441 -4.88759 3.01341 -1.55 0.25 0.44
N 2.68941 -5.31259 3.30641 2.75 -2.70 2.82
H -0.23959 -4.27159 2.56641 1.08 -0.98 0.69
H 0.16741 -5.71559 3.57541 0.61 1.47 -0.89
H 3.61941 -5.40459 2.88641 -0.85 0.60 0.17
H 2.57341 -5.95559 4.15941 -0.26 1.66 -2.06
C 0.13541 -0.41759 0.34341 3.57 -4.25 -0.67
O 0.78441 -1.66759 0.32841 -3.08 5.96 0.38
N 0.68241 0.69141 0.77841 1.58 0.74 0.32
N -1.02559 -0.28959 -0.22159 -2.05 -0.85 -1.35
H 1.69641 0.59041 0.92441 -0.01 0.33 0.35
H 0.22541 1.60441 0.75141 -0.34 -0.38 0.12
H -1.23059 -1.18859 -0.60159 -1.16 -0.27 -0.21
H -1.53659 0.53841 -0.59459 0.79 -0.26 0.56
C -0.79559 4.15741 1.11941 1.20 1.30 1.32
O -1.07859 2.84741 1.46541 -0.34 -1.38 0.51
H -0.83359 4.28441 0.07341 0.42 0.22 -1.45
H 0.25441 4.32341 1.52841 -1.49 0.33 -0.72
H -1.53059 4.88541 1.50541 0.43 -0.23 0.41
H -2.00359 2.65741 1.31441 -0.24 -0.17 -0.01
C -2.68159 2.19241 -2.53059 0.48 -0.11 -2.75
O -2.33759 2.04341 -1.18659 1.13 -0.43 -0.03
H -2.75159 3.25741 -2.75859 -0.09 0.06 -0.19
H -3.64559 1.71141 -2.77459 0.41 0.14 0.20
H -1.89559 1.76441 -3.26859 -1.12 0.57 1.59
H -3.16359 2.13041 -0.74959 -1.12 -0.15 1.09
C 4.04441 1.06041 1.77141 1.77 2.22 1.46
O 3.20841 0.30041 1.03141 -0.77 -0.75 -0.96
H 4.53641 0.60741 2.61241 0.25 -1.10 0.25
H 3.46841 1.81441 2.29541 -0.24 0.48 -0.25
H 4.84641 1.53941 1.19041 -0.32 -0.01 -0.11
H 3.48841 -0.60059 0.98141 0.24 -1.09 -0.28
C 2.86141 4.13041 0.49641 1.72 -0.30 1.44
O 1.96241 4.61441 -0.52259 1.22 -0.31 1.67
H 3.91541 3.82841 0.15341 -1.59 0.47 -0.13
H 2.53041 3.28441 1.13641 -0.61 -0.16 -1.13
H 3.08041 4.78941 1.38541 -0.59 0.61 -1.52
H 1.89041 3.84841 -1.09859 0.13 -0.08 -0.25
C -2.47959 -0.51359 3.03941 0.47 0.96 -0.08
O -2.86759 -0.46459 1.69541 -0.21 -0.38 -0.82
H -2.14059 0.49441 3.28441 0.68 -0.17 0.56
H -1.72359 -1.28059 3.20241 0.10 0.15 0.26
H -3.31759 -0.67459 3.68341 -0.76 -0.48 0.19
H -2.04759 -0.46859 1.15341 -1.01 -0.02 0.49
```
Positions in Å, forces in eV/Å.

2S+1: 1
Gap between HOMO and LUMO: 8.5836 eV
Maximum force: 7.611 eV Å⁻¹
Highest occupied orbital energy: -0.30547 hartree
SMILES string: NC(N)=O.NC(N)=O.NC(N)=O.CCO.CCO.CCO.CCO.CO.CO.CO.CO.CO

Entry from OMol25: a cluster of 2 separate species, C4H14N3 in total in a non-equilibrium geometry (the ωB97M-V functional and the def2-TZVPD basis).

The geometry in XYZ format:
```
21
Properties=species:S:1:pos:R:3:forces:R:3
C 1.65475 1.58593 -1.51947 0.87 0.72 1.23
C 0.05552 -0.26016 -1.12227 -0.72 0.56 -1.76
N 0.42352 1.07947 -0.96242 1.01 -0.72 0.08
N 0.96329 -1.28632 -1.28059 -0.02 -0.28 0.26
N -1.26258 -0.54207 -0.80756 -1.46 -0.15 1.00
H -0.32069 1.70384 -0.73974 -0.08 0.24 0.03
H 1.92749 -1.17245 -1.09347 0.63 0.06 0.43
H 0.67159 -2.19394 -1.58062 -0.09 0.09 -0.17
H -1.99786 0.06616 -1.13196 0.36 0.31 -0.38
H -1.62224 -1.47455 -0.86599 0.51 -0.41 0.05
H 1.58245 2.47285 -2.15271 -0.43 -0.23 -0.35
H 2.27227 0.83232 -1.99837 -0.52 -0.24 -0.45
H 2.32118 1.91440 -0.70244 -0.16 0.06 -0.06
C -0.33589 -0.68793 2.28456 1.43 0.31 1.34
C -1.39191 0.16253 2.97458 -1.09 -0.26 1.15
H -0.73770 -1.62977 1.92935 -0.02 0.42 -1.13
H 0.23862 0.02351 1.69036 -0.47 -0.82 -1.33
H 0.51893 -1.06117 2.88271 -0.65 0.32 0.80
H -2.40779 -0.20010 2.78327 0.12 0.07 -0.55
H -1.36843 1.21048 2.68553 0.10 0.00 -0.14
H -1.42818 0.15390 4.07164 0.67 -0.05 -0.03
```
Positions in Å, forces in eV/Å.

2S+1: 2
Gap between HOMO and LUMO (spin up / spin down): 4.6396 / 9.6381 eV
Maximum force: 1.985 eV Å⁻¹
Highest occupied orbital energy (spin up / spin down): -0.13293 / -0.32169 hartree
Expectation value of S²: 0.753

What did the second record say?
Entry from OMol25: a cluster of 2 separate species, C9H14N5 in total in a non-equilibrium geometry (the ωB97M-V functional and the def2-TZVPD basis).

The geometry in XYZ format:
```
28
Properties=species:S:1:pos:R:3:forces:R:3
C -1.75553 0.44647 -3.81851 0.37 -0.43 -0.39
C -1.50058 0.43170 -1.63632 -0.71 -1.47 1.16
C 1.41051 -1.02041 1.02876 0.37 0.67 0.22
C 0.06426 1.14144 0.07467 1.82 -1.45 1.53
C 1.84597 -0.41137 -0.16519 -3.03 0.28 1.79
C -0.14012 0.70843 1.39406 -0.63 0.06 0.50
C 3.02568 -0.70332 -0.95076 -1.57 -2.48 -0.55
C -1.28265 1.29794 2.18107 -0.93 -1.29 -0.82
C 0.09623 -1.07550 3.00053 -0.53 -1.09 4.96
N -1.76768 1.19976 -2.69616 0.17 0.83 0.83
N -1.50263 -0.77359 -3.57332 -0.40 -1.02 1.22
N 1.08048 0.56511 -0.61138 -0.88 2.44 -0.54
N -1.44595 -0.78838 -2.18002 0.85 0.10 -1.28
N 0.52349 -0.41096 1.84043 -1.02 1.31 -3.20
H -1.87725 0.67172 -4.81415 -0.40 1.43 -1.83
H 1.68019 -1.94004 1.47131 1.05 -0.91 -0.17
H -0.51509 2.03362 -0.15460 0.81 -0.29 -0.72
H 3.72823 -0.13542 -0.43093 1.94 1.22 -0.18
H 2.68823 -0.45069 -1.98364 1.37 -0.21 0.65
H 3.25458 -1.76835 -0.73895 0.30 0.48 -0.81
H -1.57533 2.28868 1.83389 0.85 0.35 0.32
H -1.05769 1.24288 3.28448 -1.16 0.09 -1.28
H -2.23077 0.76231 1.69539 1.61 0.32 1.89
H -0.80235 -1.76515 2.97685 0.52 1.50 -0.64
H 0.82496 -1.76636 3.47052 0.34 0.41 -1.07
H 0.03742 -0.33034 3.87375 -0.51 -1.02 -1.47
H -1.03950 -1.64070 -1.84405 -0.24 0.02 0.71
H -1.76712 2.19049 -2.52775 -0.36 0.17 -0.85
```
Positions in Å, forces in eV/Å.

2S+1: 1
Gap between HOMO and LUMO: 7.7438 eV
Maximum force: 5.108 eV Å⁻¹
Highest occupied orbital energy: -0.44269 hartree
Charge: +1